The following is a quantum chemistry calculation of a 5-piece molecular cluster, C33H73F4NO9S6 overall at a distorted geometry, from the OMol25 dataset.

Largest force on an atom = 0.0472 Eh/bohr
DFT total energy = -131199.03130 eV
E_HOMO = -8.80 eV
Gap between HOMO and LUMO = 9.131 eV

Structure (XYZ):
```
126
Properties=species:S:1:pos:R:3:forces:R:3
S -1.07664 4.45325 -4.08808 0.061 0.040 -0.062
S 1.12758 -4.36722 1.46013 0.066 -0.060 -0.154
S -0.58292 8.36824 -7.93854 0.007 0.032 0.003
S -0.37941 3.08678 1.22759 0.027 -0.090 -0.057
S -1.19330 -1.83042 6.48838 0.286 -0.416 0.536
S 4.36571 -2.16684 7.09434 -0.035 0.030 0.031
F -0.51224 0.69564 6.79129 2.076 0.933 0.174
F 1.62915 -6.00717 3.30598 0.022 0.035 0.063
F -2.17280 0.47162 5.51499 -0.747 0.276 -1.579
F -2.37329 0.17040 7.57984 -1.475 0.013 1.928
O 0.11743 7.95958 -6.68817 -0.060 0.007 -0.075
O -3.71072 -2.37029 2.68012 0.135 -0.049 0.023
O -4.57495 -3.86915 0.08718 -0.087 0.023 -0.074
O 4.03573 -2.66597 5.73111 -0.075 -0.124 -0.002
O -0.59454 3.92804 -2.78195 0.051 0.052 0.164
O 0.18978 -4.44832 3.96689 0.166 0.255 -0.071
O -2.42102 -2.50813 6.80298 -0.092 0.186 -0.257
O 0.49262 1.96821 0.77120 -0.098 0.116 0.040
O -0.06633 -1.98569 7.37425 -0.035 0.196 -0.160
N -1.78970 -2.75017 3.95838 -0.302 0.324 1.103
C -2.58337 0.74596 -3.66961 0.377 -0.173 0.248
C 2.57038 -0.90438 3.66327 0.026 0.360 -0.074
C -3.98493 -2.60191 0.28921 0.243 0.043 0.038
C 2.57677 -0.29196 -0.17062 0.402 -0.395 -0.022
C 0.30934 4.60400 0.56278 0.043 0.069 -0.089
C 4.86869 -3.59417 8.06015 0.030 -0.056 0.043
C -1.36855 -0.21266 -3.83445 -0.261 0.149 -0.094
C 0.07568 3.40925 2.93861 -0.006 0.018 0.072
C 1.93980 -2.61904 -3.26012 -0.103 -0.450 0.137
C 0.67281 -0.76124 -5.42114 -0.197 0.079 -0.068
C 0.61012 -2.95296 -3.97298 0.136 -0.069 -0.072
C -5.53397 -5.16082 -1.70038 -0.178 0.129 0.043
C 1.71511 -1.99412 -1.88191 -0.077 -0.047 0.009
C -3.02377 -2.66826 1.46413 -0.274 -0.017 -0.231
C 0.38636 -2.27262 -5.33704 -0.310 0.157 0.152
C -2.61761 1.46096 -2.30332 -0.357 0.132 -0.325
C 1.34146 -4.65970 3.24782 -0.097 -0.037 0.013
C -0.48693 0.18974 -5.02394 0.295 0.073 0.159
C -2.20915 5.79984 -3.72247 -0.081 0.025 0.027
C 0.22802 5.48782 -4.74371 0.035 -0.043 -0.107
C -1.57867 0.00408 6.58225 0.004 -1.139 -0.454
C 5.99602 -1.42253 6.97898 0.075 0.015 0.012
C -0.97509 6.85557 -8.82556 -0.002 -0.049 -0.043
C 0.68620 8.93607 -9.07376 0.046 0.016 -0.060
C -5.58887 -3.86329 -0.91129 0.189 0.035 0.069
C 0.22984 -3.54259 5.05248 -0.231 -0.059 0.346
C 1.40517 -0.68490 4.64029 0.348 -0.226 -0.164
C -2.86942 -1.81269 3.65436 -0.135 0.071 -0.385
C -0.68369 -2.29218 4.77448 0.258 -0.198 -1.225
C 0.05794 -1.14842 4.04267 0.007 0.201 0.434
C 2.94179 -1.31159 -1.27364 -0.049 0.145 -0.225
C 2.43567 -0.06439 2.38655 0.000 -0.188 -0.181
C 3.23503 -0.60785 1.18156 -0.117 0.276 0.369
H 2.19723 -4.12772 3.66977 -0.057 0.105 -0.060
H -0.12364 6.00398 -5.63699 0.062 0.026 0.064
H -2.60074 -3.67746 1.50419 0.125 0.175 0.009
H -5.88328 -5.99953 -1.09277 0.133 0.046 -0.082
H 3.47694 -0.80233 -2.08597 -0.005 -0.070 0.113
H -3.09730 5.37071 -3.26213 0.016 -0.023 -0.004
H -3.16842 0.88534 -1.55143 0.257 -0.073 -0.047
H -1.37710 7.10543 -9.80719 -0.011 0.001 0.006
H 1.46849 8.18114 -9.14925 -0.017 -0.014 0.030
H -3.14527 2.41785 -2.40078 0.076 -0.108 0.099
H 0.56720 -4.03539 -4.13960 -0.107 0.117 0.007
H 1.15559 3.54168 3.00667 0.003 -0.017 -0.038
H -0.22841 2.54749 3.53088 -0.011 -0.016 -0.021
H 3.51726 -0.66201 4.15633 -0.123 -0.126 0.019
H 0.16932 4.58612 -0.51732 -0.037 -0.087 -0.041
H -1.61053 1.68635 -1.94685 -0.122 -0.030 0.007
H -0.76661 -0.18158 -2.92038 -0.041 -0.081 -0.057
H 1.03649 -3.02948 1.49085 0.010 0.012 0.220
H 1.09885 9.85795 -8.66965 -0.021 -0.004 0.024
H 1.38599 0.00212 2.07737 0.104 0.018 0.100
H 3.33654 -1.69321 1.29208 -0.076 -0.012 -0.044
H -0.21918 -2.72528 -3.29653 0.065 0.055 -0.057
H 1.37115 4.65284 0.80623 -0.007 -0.034 0.014
H 3.62382 -2.07462 -0.88269 0.008 0.069 -0.040
H 5.90620 -0.52859 6.36511 -0.032 -0.007 -0.001
H -1.73078 6.49553 -3.03324 0.032 -0.020 -0.006
H -0.07631 6.24611 -8.91964 0.014 0.025 0.023
H 0.96977 -2.81112 -6.09199 0.066 0.170 0.073
H 1.62356 -1.22291 5.56695 -0.030 0.116 -0.019
H 0.17772 -1.51044 3.01705 0.081 -0.056 0.103
H 6.68355 -2.12641 6.51027 -0.032 -0.019 -0.009
H -1.11783 0.39879 -5.89833 -0.012 -0.228 0.113
H 0.88523 -1.27894 -1.93966 0.172 0.052 -0.058
H 0.92743 -0.53594 -6.46483 0.027 0.045 0.166
H -3.40969 -2.31340 -0.60750 -0.122 -0.053 0.058
H -5.43870 -3.00773 -1.58485 0.003 -0.093 0.043
H 2.63730 -1.96861 3.42004 -0.031 -0.015 -0.060
H -2.45930 -0.87091 3.26921 0.149 -0.110 0.114
H -1.73361 -1.23813 -3.94271 0.101 0.044 -0.047
H 1.56079 -0.49114 -4.83984 -0.089 -0.162 0.008
H -0.03244 1.15449 -4.75217 -0.138 -0.049 -0.174
H 0.23898 9.13015 -10.04855 -0.005 0.009 0.006
H -6.17685 -5.07885 -2.58355 0.049 -0.079 0.125
H 2.74619 0.96450 2.60303 -0.148 -0.034 -0.034
H -0.66856 -2.41991 -5.61200 0.174 -0.097 -0.081
H 2.57986 -1.97658 -3.87165 -0.094 -0.002 0.024
H 2.87343 0.70404 -0.50872 -0.250 0.032 0.162
H -4.51090 -5.35365 -2.03224 -0.106 0.002 0.048
H 1.49037 -0.28140 -0.04021 0.096 0.109 -0.016
H -0.60155 -0.28416 3.95783 -0.038 -0.129 -0.068
H -2.47978 6.30566 -4.64938 0.011 -0.001 0.000
H -1.72769 6.31981 -8.24999 -0.003 0.025 0.013
H 3.98991 -4.22016 8.20057 -0.018 0.025 -0.014
H 5.24117 -3.26257 9.02929 -0.013 0.004 0.002
H 0.53149 6.21311 -3.98920 -0.028 -0.010 0.019
H 4.25423 -0.20227 1.22448 -0.053 -0.167 -0.124
H -2.21499 -1.94263 1.29867 -0.053 -0.065 0.108
H -4.74273 -1.82629 0.46594 0.037 -0.070 0.055
H -0.22536 5.45364 0.98914 -0.006 -0.012 0.014
H 1.36734 -2.79424 -1.21292 -0.054 0.155 0.025
H 2.48755 -3.55866 -3.11854 0.139 0.191 -0.076
H -0.44610 4.29881 3.29164 -0.008 -0.008 0.010
H -3.50906 -1.59724 4.51695 0.021 -0.054 -0.071
H -6.55992 -3.73519 -0.41572 0.000 0.020 -0.147
H 5.63570 -4.14627 7.51728 -0.012 0.021 -0.029
H -0.16330 -4.08109 5.92327 0.049 0.027 -0.143
H 1.06851 4.84328 -4.99586 -0.034 -0.044 0.031
H -2.22993 -3.53779 4.43473 0.143 -0.102 -0.267
H 1.36976 0.37807 4.90147 -0.124 -0.095 -0.016
H 6.34013 -1.14971 7.97657 -0.007 0.009 -0.001
H 1.24671 -3.23246 5.30108 -0.007 0.006 -0.099
H -3.50799 0.17471 -3.81239 0.059 0.183 -0.040
H -2.54226 1.49288 -4.47133 -0.026 -0.048 0.112
```
Positions in Å, forces in eV/Å.

Mulliken population analysis, charges in e, atoms 1 to 99: atom 1 (S): 0.522, atom 2 (S): -0.150, atom 3 (S): 0.470, atom 4 (S): 0.390, atom 5 (S): 1.315, atom 6 (S): 0.595, atom 7 (F): -0.216, atom 8 (F): -0.350, atom 9 (F): -0.208, atom 10 (F): -0.254, atom 11 (O): -0.569, atom 12 (O): -0.430, atom 13 (O): -0.332, atom 14 (O): -0.546, atom 15 (O): -0.518, atom 16 (O): -0.474, atom 17 (O): -0.676, atom 18 (O): -0.413, atom 19 (O): -0.665, atom 20 (N): -0.064, atom 21 (C): -0.650, atom 22 (C): -0.272, atom 23 (C): -0.732, atom 24 (C): -0.201, atom 25 (C): -0.826, atom 26 (C): -1.032, atom 27 (C): 0.870, atom 28 (C): -0.734, atom 29 (C): -0.935, atom 30 (C): -0.609, atom 31 (C): -0.449, atom 32 (C): -1.168, atom 33 (C): 1.018, atom 34 (C): 0.096, atom 35 (C): -1.166, atom 36 (C): -1.056, atom 37 (C): 0.742, atom 38 (C): -0.777, atom 39 (C): -1.036, atom 40 (C): -0.866, atom 41 (C): 0.757, atom 42 (C): -1.073, atom 43 (C): -0.942, atom 44 (C): -0.946, atom 45 (C): -0.245, atom 46 (C): -0.947, atom 47 (C): -1.231, atom 48 (C): -0.491, atom 49 (C): 0.879, atom 50 (C): -0.870, atom 51 (C): -1.048, atom 52 (C): 0.145, atom 53 (C): -1.058, atom 54 (H): -0.126, atom 55 (H): 0.197, atom 56 (H): 0.185, atom 57 (H): 0.279, atom 58 (H): 0.509, atom 59 (H): 0.337, atom 60 (H): 0.291, atom 61 (H): 0.406, atom 62 (H): 0.300, atom 63 (H): 0.235, atom 64 (H): 0.511, atom 65 (H): 0.282, atom 66 (H): -0.026, atom 67 (H): 0.466, atom 68 (H): 0.117, atom 69 (H): 0.325, atom 70 (H): -0.648, atom 71 (H): -0.009, atom 72 (H): 0.319, atom 73 (H): -0.145, atom 74 (H): 0.502, atom 75 (H): 0.083, atom 76 (H): 0.321, atom 77 (H): 0.290, atom 78 (H): 0.311, atom 79 (H): 0.304, atom 80 (H): 0.303, atom 81 (H): 0.391, atom 82 (H): 0.425, atom 83 (H): 0.185, atom 84 (H): 0.314, atom 85 (H): 0.458, atom 86 (H): -0.450, atom 87 (H): 0.399, atom 88 (H): 0.285, atom 89 (H): 0.299, atom 90 (H): -0.277, atom 91 (H): 0.467, atom 92 (H): 0.336, atom 93 (H): 0.387, atom 94 (H): -0.051, atom 95 (H): 0.370, atom 96 (H): 0.383, atom 97 (H): 0.375, atom 98 (H): 0.366, atom 99 (H): 0.500